Entry 1:
{"formula": "C34H37InN5O3PTe", "method": "ωB97M-V/def2-TZVPD", "elements": ["C", "C", "C", "C", "H", "H", "H", "H", "H", "H", "C", "C", "O", "H", "H", "C", "O", "N", "C", "C", "H", "H", "C", "H", "C", "H", "C", "H", "C", "H", "H", "C", "C", "H", "O", "H", "H", "H", "C", "C", "N", "C", "H", "N", "H", "H", "H", "C", "H", "C", "N", "H", "C", "C", "Te", "N", "C", "H", "H", "H", "H", "C", "C", "C", "C", "H", "C", "C", "H", "H", "C", "H", "In", "C", "C", "P", "H", "C", "H", "C", "H", "H"], "coordinates": [[2.273, -1.932, -3.909], [3.033, 2.852, 1.997], [2.320, -1.504, -1.544], [2.975, -1.582, -2.765], [-1.308, 5.862, -1.730], [3.771, 2.797, 2.792], [3.014, -4.246, 4.234], [-4.756, -2.960, -0.199], [-1.577, -0.438, -4.223], [-2.969, -0.066, -2.002], [2.797, -3.993, 2.115], [0.954, -1.774, -1.444], [-2.675, 4.415, -0.269], [3.346, 3.561, 1.235], [-0.070, -1.571, 2.959], [2.109, -3.356, 1.091], [0.308, 1.147, -2.935], [0.643, 3.296, -0.860], [-2.065, -5.007, -0.358], [-1.802, 1.116, 5.032], [-3.540, 1.813, 3.976], [2.785, -2.010, -4.860], [-1.078, -4.058, -0.203], [-3.719, 1.075, -2.920], [-0.443, 0.842, 4.922], [-1.928, 1.288, -4.355], [-0.408, 5.263, -1.690], [-0.044, -4.378, -0.197], [0.915, -2.206, -3.824], [-4.189, -5.336, -0.464], [2.810, 5.051, -2.713], [-2.721, -2.300, -0.057], [-2.525, 2.267, 1.498], [-1.804, -6.051, -0.475], [-1.177, 0.393, -1.420], [2.066, 3.145, 2.400], [0.366, -2.499, -4.712], [2.893, -1.282, -0.656], [-1.376, -2.696, -0.048], [1.771, 3.641, -1.490], [-0.518, 1.394, 2.595], [-1.857, 0.454, -3.666], [2.380, -3.568, 0.065], [-3.172, 0.218, -2.977], [-4.040, -0.865, 0.473], [5.064, 0.590, -0.322], [4.507, 2.272, -0.497], [4.204, 1.229, -0.503], [-0.796, -2.365, -2.540], [2.474, -3.742, 3.442], [-3.142, -0.951, 0.018], [0.823, 6.556, -2.884], [1.090, -2.450, 1.389], [-3.715, -3.271, -0.209], [2.841, 0.917, 1.115], [-1.566, 2.544, 0.468], [-0.435, 4.085, -0.969], [-3.310, 1.572, 1.178], [1.172, -2.681, 4.780], [-3.741, -0.488, -3.436], [4.041, -1.393, -2.822], [0.768, 5.633, -2.321], [-1.694, 3.685, -0.228], [1.445, -2.862, 3.747], [0.761, -2.224, 2.724], [-3.037, 3.188, 1.779], [0.260, -2.126, -2.602], [-0.783, 0.713, -2.609], [0.140, 0.524, 5.776], [-2.310, 1.005, 5.983], [0.150, 0.987, 3.690], [1.205, 0.774, 3.565], [0.129, 1.310, 0.188], [-1.815, 1.705, 2.713], [-2.490, 1.555, 3.919], [0.071, -1.578, 0.148], [2.598, 2.951, -1.408], [-3.397, -4.605, -0.355], [3.725, 0.961, -1.442], [1.878, 4.805, -2.222], [3.585, -4.696, 1.871], [-2.469, -0.346, 0.459]], "lowdin_charge": [-0.05, -0.36, -0.14, -0.06, 0.13, 0.02, 0.12, 0.12, 0.13, 0.11, -0.05, -0.36, 0.08, 0.02, 0.09, -0.09, 0.08, 0.03, -0.06, -0.02, 0.13, 0.12, -0.08, 0.17, -0.03, 0.14, 0.04, 0.11, -0.05, 0.12, 0.12, -0.30, -0.15, 0.12, -0.20, 0.01, 0.12, 0.05, -0.28, -0.11, 0.04, -0.01, 0.11, 0.21, 0.10, 0.02, 0.02, -0.36, 0.11, -0.05, 0.08, 0.13, -0.39, -0.03, 1.37, -0.06, -0.16, 0.12, 0.11, 0.17, 0.12, 0.00, -0.48, -0.06, -0.12, 0.14, -0.10, -0.64, 0.12, 0.13, -0.15, 0.08, 0.66, -0.24, 0.01, 1.07, 0.08, -0.05, 0.00, -0.01, 0.12, 0.03], "orbital_gap_ev": 8.15, "e_above_lowest_ev": 0.083, "multiplicity": 1, "total_charge": 2}

=====

Entry 2:
{"formula": "C34H37N4O", "method": "ωB97M-V/def2-TZVPD", "elements": ["H", "H", "H", "C", "N", "H", "H", "C", "H", "C", "N", "H", "H", "H", "C", "H", "C", "H", "H", "C", "C", "C", "H", "C", "C", "H", "C", "N", "H", "H", "C", "C", "C", "H", "H", "H", "H", "H", "H", "H", "C", "H", "H", "C", "H", "C", "C", "H", "H", "C", "N", "H", "C", "C", "C", "H", "C", "C", "H", "C", "C", "C", "H", "H", "H", "O", "H", "C", "H", "C", "H", "C", "C", "C", "C", "C"], "coordinates": [[-4.482, -2.572, 5.439], [-5.735, 2.397, 1.015], [-0.257, 1.326, -2.156], [5.275, -0.755, -3.763], [2.483, 0.911, 2.144], [4.552, 0.928, 1.804], [-4.241, 4.493, 0.953], [-1.252, 1.156, -1.736], [-6.190, 2.818, -0.637], [-0.079, -2.119, 3.244], [4.111, -1.522, -4.121], [4.821, -3.479, -4.244], [1.146, 1.370, 5.074], [-3.641, -3.045, 6.989], [-0.652, -0.650, 5.073], [-5.498, 0.152, 0.403], [4.870, 0.660, -3.375], [3.540, 0.431, 0.422], [5.785, -1.240, -2.912], [1.423, -0.359, -1.959], [2.643, -0.293, -2.623], [-1.517, 3.638, -1.049], [-1.137, -2.158, -1.054], [-0.831, -3.122, 3.821], [-3.286, 1.926, -0.819], [-6.058, 0.565, -1.241], [4.177, -2.792, -4.810], [0.883, 0.076, 3.323], [-3.591, -1.380, -1.533], [5.731, 1.193, -2.964], [-5.319, 0.802, -0.465], [2.913, -1.338, -3.519], [3.607, 1.098, 1.277], [-2.021, 5.419, 0.071], [-0.442, 3.660, -0.834], [0.038, -3.142, -3.438], [1.199, 0.342, -1.145], [5.972, -0.742, -4.608], [2.292, -3.145, -5.833], [2.649, -4.336, -4.553], [-0.800, -1.260, -1.568], [-4.462, -4.296, 5.975], [4.611, -2.677, -5.809], [0.023, -0.876, 3.866], [3.229, 2.327, 3.631], [2.487, 1.592, 3.362], [-2.269, 4.357, 0.085], [-1.920, 3.958, 1.044], [3.275, 1.700, -2.336], [2.006, -2.361, -3.858], [-4.125, 2.823, -0.251], [4.530, 1.197, -4.264], [2.709, -3.276, -4.823], [3.724, 0.700, -2.354], [1.475, -0.035, 2.066], [-1.678, 4.174, -1.996], [-1.985, 2.228, -1.252], [-3.137, -0.397, -1.378], [4.130, 0.516, -1.351], [-5.446, 2.282, -0.036], [-3.780, 4.193, 0.006], [-1.719, -0.197, -1.598], [0.485, -2.276, 2.333], [-0.758, -4.155, 3.474], [-2.321, -1.286, 6.355], [-2.689, -3.733, 5.195], [-0.424, 0.233, 5.663], [1.478, 1.089, 4.091], [3.661, 2.142, 0.976], [-1.759, -2.794, 4.859], [-4.199, 4.872, -0.759], [-1.656, -1.533, 5.508], [0.783, -2.381, -3.215], [0.438, -1.331, -2.282], [-3.890, -3.359, 5.953], [-3.912, 0.670, -0.976]], "lowdin_charge": [0.10, 0.13, 0.12, -0.14, -0.18, 0.10, 0.13, 0.07, 0.13, -0.03, -0.08, 0.13, 0.11, 0.09, -0.02, 0.13, -0.15, 0.06, 0.14, 0.01, -0.13, -0.12, 0.14, 0.01, -0.10, 0.13, -0.12, -0.07, 0.14, 0.12, -0.07, -0.13, -0.06, 0.12, 0.12, 0.12, 0.11, 0.13, 0.13, 0.12, 0.08, 0.09, 0.13, -0.24, 0.12, -0.07, -0.15, 0.13, 0.13, -0.13, -0.05, 0.12, -0.08, -0.14, 0.03, 0.13, -0.12, 0.07, 0.09, -0.11, -0.14, -0.18, 0.09, 0.12, 0.11, -0.11, 0.10, -0.05, 0.09, -0.27, 0.14, -0.01, 0.05, -0.20, -0.05, -0.12], "orbital_gap_ev": 5.44, "e_above_lowest_ev": 1.026, "multiplicity": 1, "total_charge": 1}

=====

Which formula does entry 2 have? C34H37N4O